# 1
A molecular structure, C29H44IrN7O2Si2Te, computed with wB97M-V/def2-TZVPD.

Results
Charge = +1
Lowest unoccupied orbital energy (alpha / beta) = -0.161 / -0.178 Eh
Spin multiplicity = 2
⟨S²⟩ = 0.81
HOMO energy (alpha / beta) = -9.553 / -9.448 eV

Last column: Löwdin charge in e.
CARTESIAN COORDINATES (ANGSTROEM)
Ir1 1.16846 0.63109 0.07123  1.1012
N1 1.55566 0.46169 2.46023  -0.0016
N2 2.86756 0.72239 2.88073  0.0386
C1 3.80556 1.11059 1.98373  -0.3778
N3 5.05926 1.30769 2.38223  0.2293
N4 3.37396 1.24719 0.74953  0.0705
N5 4.09596 1.74719 -0.26927  -0.4183
O1 3.54046 1.67779 -1.34187  0.0540
O2 5.20196 2.21289 -0.06887  0.0780
H1 0.89836 1.07619 2.93983  0.1105
H2 1.29546 -0.51021 2.63083  0.0513
H3 3.15596 0.42319 3.80373  0.1668
H4 5.32956 1.24899 3.34863  0.1310
H5 5.69316 1.70369 1.68953  0.1094
C2 0.57946 -1.71091 -5.05637  -0.0581
C3 1.28326 -0.52271 -5.19377  -0.0589
C4 1.37436 0.36999 -4.14937  -0.0002
C5 0.73246 0.09329 -2.93087  -0.2736
C6 0.00856 -1.10121 -2.80567  -0.0446
C7 -0.05414 -1.99261 -3.85507  -0.0736
N6 0.76876 1.01619 -1.91437  -0.1773
N7 0.85636 2.27279 -2.26187  0.1005
C8 0.94066 3.14999 -1.26727  -0.4102
C9 0.95206 4.53869 -1.52357  0.0091
C10 0.99336 5.42479 -0.47797  -0.0646
C11 1.04516 4.96279 0.83843  -0.0505
C12 1.06246 3.59949 1.11183  -0.1333
C13 1.00076 2.66939 0.09023  -0.3968
H6 0.49116 -2.39451 -5.88637  0.1114
H7 1.75556 -0.28651 -6.13447  0.1120
H8 1.93026 1.28999 -4.23617  0.1136
H9 -0.55454 -1.29801 -1.90317  0.0816
H10 -0.62354 -2.90461 -3.75187  0.1151
H11 0.91426 4.87529 -2.54687  0.1216
H12 0.98806 6.48819 -0.66977  0.1119
H13 1.07816 5.66919 1.65163  0.1102
H14 1.13516 3.28309 2.14493  0.0859
C14 0.87766 -3.71381 2.84863  -0.1808
Si1 0.10156 -2.62221 1.49353  0.4557
C15 -1.04644 -1.39021 2.43183  -0.2042
C16 -0.99304 -3.72121 0.37013  -0.1687
C17 1.37526 -1.68011 0.44693  -0.4496
Si2 2.97016 -2.52051 -0.12357  0.4506
C18 3.79936 -3.56731 1.23393  -0.1825
C19 2.42406 -3.64481 -1.57737  -0.1618
C20 4.34336 -1.39761 -0.81847  -0.1784
H15 0.13776 -3.96851 3.60123  0.0318
H16 1.70916 -3.24581 3.36363  0.0161
H17 1.24356 -4.64691 2.43813  0.0215
H18 -2.04634 -1.80261 2.51303  0.0260
H19 -1.13974 -0.42441 1.93753  -0.0445
H20 -0.71734 -1.20951 3.45103  0.0224
H21 -1.86714 -4.07021 0.91083  0.0275
H22 -0.45174 -4.59911 0.03433  0.0209
H23 -1.34524 -3.20291 -0.51567  0.0073
H24 0.89106 -1.18651 -0.42347  -0.0949
H25 3.28446 -4.50411 1.41393  0.0181
H26 3.89146 -3.05021 2.18383  0.0153
H27 4.80346 -3.81611 0.90573  0.0285
H28 1.54076 -4.22421 -1.33887  0.0127
H29 3.21996 -4.33851 -1.82707  0.0272
H30 2.20256 -3.06041 -2.46527  0.0114
H31 4.87806 -0.85561 -0.04377  0.0103
H32 3.98016 -0.68801 -1.55247  0.0079
H33 5.06836 -2.03371 -1.31797  0.0382
C21 -8.08034 1.01589 0.74393  -0.0366
C22 -6.59844 1.14899 0.60383  -0.2459
C23 -5.97544 2.39409 0.60763  -0.0014
C24 -4.61194 2.52949 0.41783  -0.3266
C25 -3.98954 3.89079 0.43023  -0.1022
C26 -3.82974 1.37979 0.20923  -0.4584
Te1 -1.78994 1.65809 -0.35437  1.4094
C27 -4.43574 0.11639 0.24263  -0.3100
C28 -3.65464 -1.13131 -0.00907  -0.0858
C29 -5.80324 0.01909 0.44083  -0.0048
H34 -8.55374 1.98139 0.90673  0.0796
H35 -8.32434 0.35589 1.57623  0.0890
H36 -8.49444 0.57529 -0.16447  0.0918
H37 -6.57444 3.28159 0.75423  0.1202
H38 -4.72914 4.65879 0.64373  0.0830
H39 -3.53714 4.10869 -0.53947  0.0630
H40 -3.20554 3.94089 1.18663  0.0691
H41 -2.59274 -0.95331 0.15183  -0.0083
H42 -3.79384 -1.44851 -1.04237  0.0986
H43 -3.99124 -1.93151 0.64523  0.0898
H44 -6.26884 -0.95761 0.44213  0.1290

# 2
A molecular structure, C9H14N4O8P2PtS, computed with wB97M-V/def2-TZVPD.

Results
Lowest unoccupied orbital energy = -0.040 Eh
HOMO energy = -7.376 eV

Last column: Löwdin charge in e.
CARTESIAN COORDINATES (ANGSTROEM)
Pt1 0.83654 0.71870 0.75372  1.1892
N1 2.10442 0.08790 4.75894  0.0926
C1 1.83621 0.15598 3.44317  -0.7895
S1 0.73643 1.39052 2.91920  0.7071
N2 2.46636 -0.70996 2.66972  0.0298
N3 2.17284 -0.55212 1.36383  -0.2141
C2 2.74364 -1.27141 0.46020  -0.0235
C3 2.42532 -0.97582 -0.93464  -0.2339
C4 3.13517 -1.48925 -2.00768  0.0027
C5 2.85150 -1.01724 -3.27947  -0.0364
C6 1.88828 -0.03405 -3.44249  -0.0264
C7 1.20900 0.42198 -2.32601  -0.1062
N4 1.43948 -0.07911 -1.12159  -0.0442
H1 1.53279 0.59645 5.40844  0.0923
H2 2.65792 -0.68152 5.09393  0.1072
H3 3.46786 -2.01894 0.75331  0.1380
H4 3.91456 -2.21822 -1.83567  0.1204
H5 3.39812 -1.39484 -4.13306  0.1149
H6 1.66739 0.38674 -4.41238  0.1128
H7 0.46338 1.20477 -2.38069  0.1217
C8 -2.14396 -0.39896 -1.77511  -0.0478
C9 -2.71220 0.16458 -0.48167  -0.5899
O1 -4.12402 0.26954 -0.62157  -0.0401
P1 -2.12925 1.84934 -0.05255  0.5021
O2 -2.93961 2.23920 1.22928  -0.1051
O3 -2.63764 2.80723 -1.20257  -0.0709
O4 -0.64483 2.04442 0.10141  -0.4155
P2 -2.31427 -0.81983 1.03245  0.3198
O5 -2.75942 -2.28962 0.57027  -0.1084
O6 -3.24496 -0.26315 2.07004  -0.3033
O7 -0.83590 -0.76285 1.28894  -0.4139
H8 -2.35217 0.26891 -2.61126  0.0895
H9 -2.62889 -1.35524 -1.96309  0.0903
H10 -1.06407 -0.57284 -1.69627  0.0580
H11 -4.50928 0.19592 0.26569  0.0905
H12 -3.08822 1.43339 1.81306  0.0620
H13 -2.04107 3.55364 -1.34534  0.1039
H14 -2.98126 -2.86163 1.31479  0.0888
O8 2.20378 1.97743 0.31272  -0.6650

# 3
A gas-phase ion, C4H4Cl2NS (charge +1), computed with wB97M-V/def2-TZVPD.

Results
Charge = +1
Lowest unoccupied orbital energy (alpha / beta) = -0.265 / -0.258 Eh
HOMO energy (alpha / beta) = -14.304 / -13.642 eV

Last column: Löwdin charge in e.
CARTESIAN COORDINATES (ANGSTROEM)
C1 -0.21831 -1.13281 -1.20160  -0.4188
C2 0.18523 0.18162 -0.73165  -0.6930
C3 -1.90639 -2.15779 0.64437  -0.8420
C4 1.01146 1.80562 0.76965  -0.1204
N1 0.65249 0.48858 0.44183  0.0076
S1 -0.78412 -2.50980 -0.50611  1.0912
Cl1 -0.06775 1.20271 -2.16960  0.7355
Cl2 -2.16423 -2.81705 2.04362  0.8921
H1 0.13128 -1.37635 -2.12510  0.0274
H2 1.98130 1.83293 1.40813  0.1332
H3 0.87037 2.41474 -0.18344  0.0713
H4 0.30869 2.06761 1.60989  0.1159

# 4
A molecular structure, C4H4N4, computed with wB97M-V/def2-TZVPD.

Results
Lowest unoccupied orbital energy = 0.005 Eh
HOMO energy = -9.466 eV

Last column: Löwdin charge in e.
CARTESIAN COORDINATES (ANGSTROEM)
C1 2.00614 -0.96820 0.11224  -0.1588
C2 -0.11759 -0.76279 -0.28708  -0.3385
C3 -1.53095 -0.71983 -0.23037  -0.1279
C4 -2.71324 -0.73658 -0.03540  0.0523
H1 0.34578 2.19985 0.72930  0.1395
H2 -0.10331 2.15219 -0.91797  0.0929
H3 2.98081 -1.37127 0.31490  0.0911
H4 -3.76216 -0.53047 0.85150  0.1874
N1 -0.27689 1.66161 -0.01738  0.0973
N2 0.51456 0.44627 -0.29093  -0.2139
N3 1.82653 0.35817 -0.07537  0.0668
N4 0.83034 -1.72895 -0.15344  0.1118